Density functional theory data (ωB97M-V/def2-TZVPD) for a cluster of 14 separate species, C56H94O28 in total in a non-equilibrium geometry.

The energy comes out at -116931.5926 eV. The gap between HOMO and LUMO comes out at 9.952 eV. The HOMO energy comes out at -9.8 eV. Its multiplicity is 1.

XYZ file:
```
178
Properties=species:S:1:pos:R:3:forces:R:3:mulliken_charge:R:1
H -12.440681 -15.910297 7.558022 0.03 -0.29 0.01 -1.520
H -11.627368 -26.723000 2.314297 -0.12 0.03 -0.14 0.426
H -14.019173 -25.940725 2.244424 -0.23 0.06 0.08 0.308
H -11.889229 -13.504506 2.759823 -0.18 0.10 0.04 0.611
H -13.028940 -21.157830 1.595733 0.08 -0.11 0.29 -0.322
C -15.814776 -21.468475 -0.590565 -1.07 -0.57 0.69 -0.663
H -11.462516 -13.897811 10.007492 0.46 0.25 -0.04 0.141
H -10.881683 -15.651555 6.730874 -0.14 0.31 0.07 -0.119
H -9.322135 -21.729335 4.006898 0.01 -0.06 -0.16 0.360
C -14.507961 -23.926171 3.593803 0.64 0.94 -0.28 0.716
C -15.389426 -14.893255 7.393625 0.08 0.14 0.51 1.346
C -10.904362 -14.527019 10.713121 -0.52 0.35 -0.21 -0.334
H -11.547317 -24.377429 8.737153 -0.10 0.22 -0.02 0.345
O -9.620385 -16.497344 3.345042 0.09 -0.08 -0.09 -0.520
C -17.608898 -19.748538 9.478086 -0.31 0.14 -0.97 -0.558
H -18.751381 -14.700052 3.718993 0.08 -0.03 0.07 0.364
C -10.231490 -15.678307 9.976828 -0.67 -0.12 -0.25 1.779
H -12.542778 -20.787580 -0.673069 0.08 -0.12 -0.22 0.295
O -18.923178 -21.019523 7.845084 -0.13 -0.18 0.00 -0.632
H -9.345747 -25.219713 7.765006 -0.03 0.06 0.24 0.452
H -7.394592 -16.266139 4.921554 -0.05 0.30 0.02 0.299
H -11.808416 -16.908172 -0.039101 -0.01 -0.10 0.01 0.281
O -11.802971 -23.011477 7.187355 -0.28 -0.16 -0.19 0.044
H -9.291847 -23.561843 8.397948 0.10 0.13 -0.05 0.059
C -19.264576 -17.887990 4.493160 0.35 0.38 -0.15 -0.153
H -15.318887 -22.438151 -0.552403 0.59 0.31 -0.21 0.443
O -12.305527 -21.151296 3.872256 -0.44 0.05 -0.31 0.716
C -16.341376 -21.109669 0.813952 0.18 -0.12 -0.18 0.145
H -11.712157 -18.162149 6.886892 -0.42 -0.07 -0.01 -1.297
H -11.047403 -20.415094 0.199354 0.21 -0.02 -0.29 0.259
H -12.646613 -18.822029 1.023594 0.07 -0.30 0.26 -0.399
C -10.454284 -16.898980 2.574664 0.17 0.21 0.92 0.079
C -12.350635 -18.073893 1.753083 -0.01 0.52 -0.06 1.518
C -16.875780 -18.437610 9.202224 0.17 0.26 0.69 0.502
H -8.066207 -18.446925 5.728672 0.21 0.02 -0.11 0.545
H -14.682827 -18.405271 3.606697 0.10 0.15 0.12 -0.067
H -12.534934 -20.108042 7.465417 0.04 -0.06 0.18 -1.594
H -9.372171 -23.910359 6.637295 -0.03 0.26 0.08 0.195
O -19.026523 -16.428248 2.647130 -0.13 0.16 0.12 -0.397
C -8.631609 -14.202877 10.877779 -0.46 0.19 -0.47 0.168
H -12.748714 -22.799955 1.011078 -0.04 0.00 -0.04 0.485
H -7.963182 -20.564678 12.026226 0.44 0.13 0.10 0.349
O -9.846501 -13.799130 11.350657 0.02 -0.11 0.04 -0.416
H -11.639949 -25.045413 7.124883 -0.07 0.20 -0.26 0.381
C -15.301891 -19.260932 -0.282530 -0.29 -0.13 -0.31 0.486
C -19.115435 -16.460744 5.007315 0.16 0.55 0.64 0.480
H -18.359347 -17.202485 8.211569 0.08 0.13 -0.15 0.279
H -13.062604 -9.979615 4.609466 -0.03 0.05 -0.06 0.291
H -12.402078 -18.239695 13.507423 0.01 0.25 0.00 0.414
C -15.076273 -10.208346 3.767182 0.25 -0.31 0.34 -1.221
H -14.150181 -10.993945 5.555461 0.02 0.10 0.01 -0.043
H -15.668445 -21.559024 1.546853 0.00 0.19 0.07 -0.534
O -14.821028 -18.209678 -0.581907 0.25 0.32 0.18 -0.624
O -12.572815 -12.746536 5.767163 -0.40 0.00 -0.08 -0.571
H -12.434676 -15.394478 5.892347 0.23 0.15 -0.06 -0.456
H -16.984753 -17.739178 10.033933 0.13 0.01 -0.04 0.656
H -14.637856 -12.313793 7.048466 -0.13 0.13 -0.06 -0.563
H -8.869971 -15.832393 5.796650 0.00 0.08 0.06 -0.192
H -10.849362 -15.968809 9.129129 0.26 0.00 -0.12 -0.766
H -14.933878 -11.937947 8.772125 -0.36 0.23 -0.14 0.461
H -20.412363 -15.288804 3.690530 0.01 -0.12 -0.11 0.240
O -13.278554 -17.222852 11.910095 0.34 0.17 0.23 -0.453
H -13.154244 -17.917423 2.467118 0.00 -0.15 0.03 -0.752
C -14.971202 -22.933749 4.611625 -0.01 0.34 0.43 0.145
O -16.519040 -12.872367 7.776447 0.05 0.01 -0.11 -0.432
H -13.740188 -26.935202 3.720915 -0.05 -0.15 -0.29 0.331
O -14.555200 -23.694303 2.408421 -0.27 -0.45 -0.19 -0.600
C -6.499512 -17.725338 7.158506 -0.27 0.57 0.47 -0.358
C -13.873055 -10.706095 4.543389 -0.17 -0.03 0.18 0.179
H -16.853255 -17.391069 7.265275 0.03 0.00 -0.08 -0.605
O -13.355015 -16.558834 9.782365 -0.04 0.29 -0.01 -0.276
H -6.847475 -20.397881 10.618948 0.14 0.15 0.16 0.357
O -14.972000 -20.387965 -0.975122 0.09 -0.17 -0.01 -0.424
H -14.066549 -20.868997 7.865424 0.02 -0.20 0.19 0.196
H -14.799486 -9.967636 2.743798 -0.10 0.10 -0.04 0.336
C -11.381062 -21.760565 3.394142 0.61 -0.19 0.32 0.243
H -8.639250 -17.757075 7.223732 0.08 -0.09 0.06 -0.636
O -14.471612 -18.138047 6.776815 0.43 -0.15 0.91 -0.193
H -13.927388 -19.327545 10.036552 0.05 -0.12 -0.02 -0.160
H -18.509327 -18.563355 4.885255 -0.03 -0.07 0.00 -0.031
O -7.100106 -15.473188 6.814569 -0.24 -0.07 0.16 -0.381
H -14.385517 -23.006473 5.526990 -0.23 -0.24 0.08 -0.028
H -11.724135 -24.955348 2.541377 -0.05 -0.09 -0.17 0.034
H -18.388379 -19.691782 10.235981 0.17 -0.03 0.19 0.308
H -8.925124 -18.383402 11.668501 -0.16 -0.01 -0.03 0.362
C -13.198625 -17.435699 10.580249 0.00 -0.35 -0.29 -0.065
C -15.107628 -12.650766 7.969156 0.40 -0.43 0.71 0.278
H -14.817212 -21.930444 4.224701 0.09 -0.11 -0.27 -0.593
C -13.038148 -18.432016 12.650937 -0.63 -0.78 -0.42 -0.698
C -12.447510 -19.423988 11.646404 0.42 -0.28 -0.05 -0.319
C -8.841772 -15.140057 9.683900 0.54 -0.34 1.24 0.340
H -16.637003 -21.587093 -1.303076 0.10 0.31 -0.11 0.293
C -14.570946 -14.023304 8.336738 0.49 0.02 -0.08 -0.188
H -13.085941 -14.565219 3.425264 0.23 -0.35 0.21 0.156
H -14.429465 -19.934892 4.379222 -0.01 -0.03 0.16 -0.125
H -16.040872 -23.001011 4.813661 0.05 -0.34 0.10 0.551
H -10.157397 -16.560471 10.615869 0.06 0.05 0.10 -0.524
H -12.973483 -16.101095 1.014989 -0.01 0.00 -0.04 0.345
C -8.178046 -18.681869 10.934072 0.76 -0.16 0.13 -0.642
C -11.024495 -18.286432 2.491966 -0.34 -0.74 -1.27 0.520
H -11.383366 -14.425051 4.123637 -0.31 -0.31 0.38 -0.052
C -8.924813 -20.768557 10.110369 0.35 0.49 0.26 -0.093
O -18.924475 -18.603001 2.184778 0.07 -0.10 -0.13 -0.631
C -11.905606 -16.011034 6.614557 -0.08 -0.16 -0.04 1.688
O -18.111881 -19.024968 7.284913 0.00 0.36 -0.06 -0.293
H -11.448542 -26.020059 3.907476 -0.12 -0.01 0.02 0.198
C -17.536889 -17.869511 7.952126 -0.40 -0.67 0.19 0.564
H -16.941563 -20.587119 9.657730 -0.09 -0.05 0.30 0.277
H -15.416024 -15.923897 7.727424 -0.21 -0.12 -0.22 -0.876
C -13.486839 -26.021465 3.186002 0.52 -0.16 0.46 -0.264
C -7.853724 -17.682244 6.472356 -0.45 0.24 0.06 0.443
H -13.486753 -14.083857 8.242232 -0.09 -0.02 -0.37 -0.045
C -7.880443 -16.263320 5.900251 0.42 -0.55 -0.47 0.081
O -7.612428 -13.842251 11.373625 0.24 0.10 0.10 -0.575
H -14.769695 -14.312830 9.371271 -0.26 0.22 -0.02 0.194
C -11.720368 -21.215690 -0.102564 -0.30 -0.49 0.72 -1.357
C -14.805673 -18.927712 4.553616 -0.29 0.11 -0.17 -0.115
H -15.810550 -18.611890 9.053258 -0.03 0.06 -0.20 -0.916
C -11.235016 -24.217195 7.705241 0.50 -0.43 0.42 -0.401
O -8.696708 -18.492350 9.606064 -0.14 0.15 0.06 0.288
C -12.114186 -16.766775 0.996863 0.16 0.29 -0.11 -0.748
C -10.236632 -22.282262 4.221721 -0.07 0.05 0.48 -0.897
H -15.505120 -9.344341 4.272167 0.03 0.11 -0.12 0.396
C -11.820154 -17.430818 6.082961 0.44 0.35 0.58 1.878
O -11.197426 -22.036283 2.101225 -0.24 -0.16 0.01 -0.442
H -8.636650 -14.608018 8.757872 -0.34 0.03 -0.10 0.331
H -15.009857 -14.834162 6.369176 -0.02 -0.07 -0.02 0.024
O -12.162307 -22.163389 9.248748 0.32 -0.44 0.25 -0.663
H -20.229331 -18.349954 4.699648 -0.08 0.09 -0.12 0.309
H -10.352866 -18.865581 1.842714 0.11 0.13 0.06 0.630
C -12.956666 -18.906999 10.307342 0.20 0.08 0.40 1.840
C -14.037116 -18.267729 5.667500 -0.63 0.45 -1.24 -0.102
C -19.366795 -15.593614 3.778412 -0.10 -0.10 -0.10 -0.592
H -8.654799 -21.677565 9.586721 0.00 -0.08 -0.03 0.074
H -18.127224 -16.232324 5.410554 0.18 -0.36 -0.28 -0.604
H -13.216289 -21.234076 6.334908 -0.11 -0.01 0.06 -0.570
H -15.822853 -11.003058 3.769294 -0.08 0.08 -0.16 0.281
C -7.828282 -20.164350 11.024017 -1.25 -0.58 -0.33 -0.870
C -12.246754 -13.923927 3.704007 -0.11 0.58 -0.93 -0.275
H -11.216899 -22.009238 -0.649754 0.25 0.35 -0.32 0.407
O -13.897351 -24.994312 4.116855 -0.49 -0.08 -0.13 -0.380
H -19.748123 -16.169302 5.846316 -0.32 -0.22 -0.20 0.469
H -9.842921 -20.945634 10.675254 -0.05 -0.10 -0.11 0.182
H -10.906094 -17.539407 5.497863 -0.21 0.03 -0.32 -0.100
H -12.694660 -20.471946 11.812136 -0.30 0.13 0.20 0.446
C -9.717050 -24.200235 7.630496 -0.18 -0.42 -0.31 -0.796
H -11.104051 -18.862794 3.406780 0.01 0.45 0.32 -0.537
H -12.258626 -19.091288 9.496729 -0.10 0.22 -0.17 -0.846
H -6.463190 -18.337930 8.055858 0.11 -0.19 -0.13 -0.102
H -7.298203 -18.053952 11.062210 -0.11 0.18 -0.15 0.429
H -14.011289 -18.809209 12.977637 0.06 0.18 0.25 0.259
O -12.900641 -17.747559 5.193320 0.43 -0.64 0.03 -0.194
C -12.283071 -21.830516 1.170732 -0.24 0.60 -0.20 0.514
H -17.270293 -19.131018 0.647317 0.12 0.18 -0.11 0.423
H -11.355774 -19.403036 11.688587 0.04 0.27 -0.13 -0.278
H -15.866447 -18.924106 4.799942 0.04 -0.26 0.10 0.235
H -17.329678 -21.522881 1.002390 -0.06 0.08 -0.07 0.530
H -10.484076 -22.149000 5.273407 0.00 0.10 -0.08 -0.267
C -18.314220 -20.038707 8.150267 0.41 -0.04 0.08 0.404
C -19.055633 -17.728545 2.993558 -0.22 -0.25 0.25 0.557
H -10.067038 -23.345611 4.055262 0.04 0.05 -0.26 0.374
C -13.099424 -21.040035 7.402259 0.33 0.27 -1.12 2.195
H -15.879436 -19.180242 1.740110 -0.21 0.12 0.03 -0.604
O -9.738713 -19.724641 8.060908 -0.28 0.09 -0.15 -0.281
C -16.294105 -19.580612 0.815414 0.43 -0.53 0.13 0.582
C -6.332242 -16.273072 7.590884 0.46 0.06 -0.40 0.538
C -12.307593 -22.127326 8.051709 -0.43 0.62 0.56 0.149
O -5.584071 -15.833031 8.412381 -0.09 -0.03 0.21 -0.627
O -11.028729 -16.085481 1.679229 -0.27 -0.24 -0.05 -0.393
O -17.842368 -14.590608 7.274745 -0.01 -0.19 -0.10 -0.537
H -5.636657 -17.924887 6.520534 -0.14 -0.26 -0.13 0.420
H -8.080858 -15.910619 9.806970 0.04 0.03 -0.36 -0.399
C -12.767777 -12.815103 4.573822 1.14 0.03 0.43 0.244
C -9.194957 -19.651351 9.124649 0.12 -0.43 0.16 -0.066
H -11.657632 -14.771316 11.462061 0.31 -0.42 0.15 0.236
C -11.991450 -25.927095 2.962750 0.23 0.19 0.29 -0.759
C -16.733500 -14.174070 7.455232 0.20 0.19 0.02 0.303
O -13.372771 -11.866567 3.861680 -0.26 -0.08 -0.38 -0.289
```
Positions in Å, forces in eV/Å.